# 1
Below is C34H37AsN5O5S2Y as an isolated structure at a distorted geometry, with properties calculated with ωB97M-V/def2-TZVPD.

```
85
Properties=species:S:1:pos:R:3:mulliken_charge:R:1
Y -0.10 0.40 0.27 0.537
C -1.34 -1.74 4.90 -0.813
O -1.51 -2.42 3.68 -0.286
C -0.29 -2.84 3.13 -0.168
C 0.14 -4.13 3.38 -0.198
C 1.31 -4.62 2.80 -0.842
C 2.02 -3.81 1.94 -0.866
C 1.62 -2.50 1.69 0.575
C 2.48 -1.64 0.93 -1.030
N 2.09 -0.49 0.49 0.767
N 3.11 0.31 0.02 -0.716
C 2.81 1.58 0.08 0.099
O 1.71 2.05 0.55 0.113
C 3.88 2.49 -0.40 0.029
C 3.60 3.43 -1.39 -0.171
C 4.62 4.22 -1.88 -0.873
C 5.90 4.12 -1.36 -0.380
C 6.17 3.20 -0.35 -0.710
C 5.16 2.38 0.12 -0.241
C 0.45 -1.95 2.31 0.575
O 0.11 -0.70 2.19 -0.105
H -2.35 -1.50 5.26 0.271
H -0.77 -0.81 4.77 0.112
H -0.83 -2.37 5.63 0.392
H -0.44 -4.75 4.04 0.478
H 1.64 -5.62 3.01 0.404
H 2.90 -4.18 1.45 0.464
H 3.53 -1.92 0.81 0.367
H 2.60 3.49 -1.79 0.368
H 4.42 4.92 -2.68 0.413
H 6.69 4.74 -1.75 0.395
H 7.17 3.13 0.06 0.395
H 5.36 1.65 0.89 0.417
C 3.56 -0.69 -3.22 -0.699
S 2.37 -1.98 -2.77 -0.082
C 1.01 -0.99 -2.30 0.456
S 1.03 0.73 -2.36 -0.531
N -0.10 -1.63 -2.05 -1.758
N -1.08 -0.86 -1.56 1.460
C -2.24 -0.88 -2.12 -1.105
C -3.24 0.08 -1.72 1.224
C -4.44 0.18 -2.44 -1.082
C -5.34 1.16 -2.09 -0.382
C -5.02 2.01 -1.04 -1.043
C -3.80 1.85 -0.39 -0.096
N -2.93 0.91 -0.72 0.257
H 4.31 -1.16 -3.84 0.465
H 4.00 -0.28 -2.31 0.082
H 3.02 0.08 -3.76 0.263
H -2.43 -1.50 -2.99 0.335
H -4.64 -0.50 -3.25 0.457
H -6.27 1.26 -2.62 0.429
H -5.70 2.79 -0.74 0.448
H -3.51 2.50 0.42 0.343
C -3.81 -2.49 1.51 -2.161
C -3.07 -1.20 1.71 0.825
O -2.10 -0.93 1.03 -0.021
C -3.60 -0.23 2.71 0.787
C -4.89 -0.28 3.21 -0.743
C -5.35 0.70 4.08 -0.901
C -4.50 1.72 4.49 -0.720
C -3.20 1.75 4.03 -1.228
C -2.76 0.80 3.13 0.887
H -3.28 -3.12 0.80 0.393
H -4.81 -2.27 1.12 0.539
H -3.91 -3.03 2.45 0.412
H -5.57 -1.07 2.92 0.411
H -6.36 0.66 4.44 0.413
H -4.86 2.48 5.18 0.407
H -2.52 2.53 4.38 0.399
H -1.74 0.81 2.75 0.576
C 0.71 2.61 3.11 -0.814
As -0.09 3.42 1.53 0.994
C 0.99 4.77 0.60 -1.179
C -1.49 4.64 2.24 -1.471
O -0.97 2.40 0.58 -0.118
H 0.09 2.82 3.99 0.409
H 1.71 3.02 3.26 0.513
H 0.78 1.53 2.96 -0.031
H 0.73 5.76 0.96 0.480
H 0.73 4.68 -0.46 0.279
H 2.05 4.58 0.72 0.313
H -2.34 4.08 2.60 0.302
H -1.82 5.24 1.39 0.421
H -1.11 5.30 3.02 0.413
```

Values from the calculation:
Highest occupied orbital energy, eV: -7.11
Multiplicity: 1
Maximum force, eV/Å: 3.08
LUMO, eV: -0.04
Relative energy (zero: lowest compared OMol25 entry of this formula, charge and spin), kcal/mol: 45.2
Kohn-Sham gap, hartree: 0.25981

---

# 2
Below is one molecule with the formula C22H30F3N3O, with properties calculated with ωB97M-V/def2-TZVPD.

```
59
Properties=species:S:1:pos:R:3:mulliken_charge:R:1
O -5.68 -2.40 0.01 -0.680
C -4.62 -1.80 0.07 -0.065
N -4.55 -0.48 0.36 -0.055
C -5.71 0.31 0.63 -0.246
C -5.73 1.75 0.20 -0.642
C -5.63 1.40 1.66 -0.638
H -6.49 1.57 2.29 0.257
H -4.69 1.57 2.15 0.234
H -6.66 2.16 -0.17 0.257
H -4.86 2.15 -0.28 0.239
H -6.60 -0.28 0.55 0.593
H -3.66 -0.02 0.40 0.127
C -3.28 -2.47 -0.18 0.155
C -2.37 -2.41 1.05 -0.325
C -1.03 -3.11 0.74 -1.116
N -0.36 -2.62 -0.44 0.279
C -1.23 -2.62 -1.60 -1.183
C -2.55 -1.87 -1.39 -0.284
H -3.17 -1.97 -2.29 0.411
H -2.35 -0.81 -1.23 0.178
H -1.46 -3.67 -1.82 0.456
H -0.69 -2.21 -2.45 0.503
C 0.60 -1.54 -0.32 -0.417
C 0.17 -0.28 0.44 -0.070
C 1.29 0.75 0.42 -0.768
N 2.48 0.20 1.05 0.299
C 2.96 -0.96 0.33 -0.432
C 1.89 -2.05 0.34 -1.235
H 2.25 -2.93 -0.19 0.313
H 1.69 -2.33 1.38 0.306
H 3.86 -1.33 0.82 0.424
H 3.22 -0.72 -0.72 0.356
C 3.49 1.18 1.38 -2.191
C 4.14 1.84 0.17 1.053
C 5.21 1.16 -0.42 -0.545
C 5.80 1.59 -1.59 -0.733
C 5.34 2.74 -2.21 -0.584
C 4.30 3.45 -1.63 -0.768
C 3.71 3.02 -0.44 0.538
C 2.61 3.92 0.06 0.932
F 2.90 5.21 -0.17 -0.294
F 1.44 3.69 -0.58 -0.254
F 2.34 3.85 1.36 -0.272
H 3.95 4.36 -2.09 0.442
H 5.78 3.09 -3.13 0.404
H 6.62 1.04 -2.01 0.413
H 5.58 0.27 0.06 0.386
H 3.04 1.91 2.04 0.595
H 4.27 0.66 1.94 0.597
H 0.98 1.63 0.99 0.391
H 1.48 1.05 -0.62 0.294
H -0.72 0.16 -0.01 0.118
H -0.05 -0.53 1.48 0.206
H 0.86 -1.24 -1.34 0.231
H -1.23 -4.17 0.58 0.495
H -0.36 -3.01 1.59 0.446
H -2.19 -1.37 1.33 0.149
H -2.85 -2.91 1.89 0.394
H -3.50 -3.52 -0.40 0.324
```

Values from the calculation:
Highest occupied orbital energy, eV: -8.08
Multiplicity: 1
Maximum force, eV/Å: 0.52
LUMO, eV: 0.59
Relative energy (zero: lowest compared OMol25 entry of this formula, charge and spin), kcal/mol: 10.0
Kohn-Sham gap, hartree: 0.31887

---

# 3
Below is Cl2S3 as an isolated structure at a distorted geometry, with properties calculated with ωB97M-V/def2-TZVPD.

```
5
Properties=species:S:1:pos:R:3:mulliken_charge:R:1
S 2.42 -1.09 0.19 -0.152
S 0.90 -0.30 -0.80 0.240
S -1.82 -0.06 -0.61 -0.007
Cl 0.88 1.65 -0.33 -0.034
Cl -2.62 -0.23 1.11 -0.047
```

Values from the calculation:
Highest occupied orbital energy, eV: -8.70
Multiplicity: 1
Maximum force, eV/Å: 2.85
LUMO, eV: -3.12
Relative energy (zero: lowest compared OMol25 entry of this formula, charge and spin), kcal/mol: 19.7
Kohn-Sham gap, hartree: 0.20508